[1]
Here is a structure of composition C24H46Cl2N3O7PmSSi from the OMol25 dataset. Energies are from wB97M-V/def2-TZVPD.

Element x y z (Å)
C 3.503 -2.238 -2.546
C 2.553 -1.552 -3.469
H 3.757 -3.239 -2.883
H 3.000 -2.332 -1.591
H 4.461 -1.734 -2.402
C 2.355 -1.998 -4.723
C 2.792 -3.343 -5.199
H 1.952 -1.406 -5.543
H 2.221 -4.129 -4.684
H 3.854 -3.529 -4.983
H 2.652 -3.510 -6.283
Pm 0.615 0.812 1.316
Cl 2.002 2.187 -0.359
C -0.137 3.739 1.505
O -0.697 2.604 1.435
N -0.747 4.794 0.993
C -2.076 4.535 0.459
C -0.028 5.987 0.582
H 0.842 3.834 1.989
H -2.622 3.886 1.150
H -2.027 4.048 -0.527
H -2.556 5.506 0.386
H 0.705 6.275 1.348
H -0.789 6.763 0.499
H 0.477 5.857 -0.391
H -2.860 2.704 5.731
H -1.711 1.028 7.027
C -3.165 1.963 4.984
C -1.824 0.242 6.268
N -2.234 0.843 5.005
H -3.193 2.391 3.977
C -1.787 0.250 3.883
O -1.836 0.761 2.741
H -0.845 -0.246 6.098
H -1.313 -0.743 4.040
H -4.180 1.626 5.255
H -2.566 -0.509 6.595
H -0.722 -6.235 3.627
H -0.615 -3.910 0.511
C -1.553 -5.757 3.096
C -1.481 -4.312 1.062
N -1.064 -4.566 2.417
H -2.386 -5.538 3.798
C -0.669 -3.503 3.184
O -0.771 -2.330 2.822
H -2.340 -3.633 0.968
H -0.270 -3.856 4.148
H -1.903 -6.440 2.319
H -1.717 -5.276 0.612
O 1.024 -0.214 -1.918
C 2.008 -0.203 -2.971
C 0.536 0.271 -4.993
C 1.477 0.714 -4.054
H 0.112 -0.744 -4.941
C 0.155 1.127 -6.038
H 2.849 0.259 -2.443
C 1.900 2.044 -4.066
H -0.521 0.765 -6.816
C 0.611 2.446 -6.080
C 1.450 2.900 -5.068
H 2.545 2.361 -3.238
H 0.338 3.087 -6.918
H 1.765 3.937 -5.025
Si -0.615 -0.884 -1.669
Cl 0.433 -2.537 -0.794
C -1.519 -2.187 -2.746
C -1.334 0.885 -2.262
C -1.803 -0.727 -0.161
H -1.726 -1.895 -3.785
H -2.503 -2.392 -2.279
H -0.963 -3.143 -2.744
H -2.800 -1.007 -0.534
H -1.916 0.270 0.287
H -1.577 -1.433 0.649
H -1.671 0.927 -3.300
H -0.596 1.687 -2.166
H -2.199 1.225 -1.679
C 3.576 0.463 3.980
S 1.861 0.961 3.980
O 1.442 1.336 5.312
O 1.768 2.042 2.951
O 1.111 -0.191 3.353
H 4.199 1.317 3.670
H 3.670 -0.375 3.278
H 3.857 0.136 4.983

Energy above the lowest of the compared OMol25 structures with the same formula, charge and spin (kcal per mole): 10.4
Frontier orbital gap (spin up / spin down) (eV): 7.423 / 7.532
HOMO (spin up / spin down) (Ha): -0.2694 / -0.2694
DFT total energy (Eh): -3849.603653
2S+1: 5

Löwdin charges in e: atom 1 (C): -0.06, atom 2 (C): -0.22, atom 3 (H): 0.06, atom 4 (H): 0.03, atom 5 (H): 0.09, atom 6 (C): -0.11, atom 7 (C): -0.11, atom 8 (H): 0.09, atom 9 (H): 0.08, atom 10 (H): 0.07, atom 11 (H): 0.07, atom 12 (Pm): 1.59, atom 13 (Cl): -0.02, atom 14 (C): -0.30, atom 15 (O): -0.25, atom 16 (N): -0.16, atom 17 (C): -0.01, atom 18 (C): -0.02, atom 19 (H): 0.13, atom 20 (H): 0.10, atom 21 (H): 0.11, atom 22 (H): 0.09, atom 23 (H): 0.10, atom 24 (H): 0.09, atom 25 (H): 0.11, atom 26 (H): 0.09, atom 27 (H): 0.09, atom 28 (C): -0.03, atom 29 (C): -0.04, atom 30 (N): -0.18, atom 31 (H): 0.08, atom 32 (C): -0.30, atom 33 (O): -0.09, atom 34 (H): 0.09, atom 35 (H): 0.11, atom 36 (H): 0.10, atom 37 (H): 0.09, atom 38 (H): 0.09, atom 39 (H): -0.03, atom 40 (C): -0.06, atom 41 (C): -0.09, atom 42 (N): -0.20, atom 43 (H): 0.09, atom 44 (C): -0.28, atom 45 (O): -0.03, atom 46 (H): 0.10, atom 47 (H): 0.14, atom 48 (H): 0.08, atom 49 (H): 0.08, atom 50 (O): -0.39, atom 51 (C): -0.30, atom 52 (C): -0.07, atom 53 (C): -0.17, atom 54 (H): 0.11, atom 55 (C): -0.08, atom 56 (H): 0.12, atom 57 (C): -0.04, atom 58 (H): 0.10, atom 59 (C): -0.10, atom 60 (C): -0.09, atom 61 (H): 0.09, atom 62 (H): 0.10, atom 63 (H): 0.09, atom 64 (Si): 0.01, atom 65 (Cl): 0.42, atom 66 (C): -0.23, atom 67 (C): -0.18, atom 68 (C): -0.27, atom 69 (H): 0.01, atom 70 (H): 0.02, atom 71 (H): -0.01, atom 72 (H): 0.05, atom 73 (H): -0.02, atom 74 (H): -0.02, atom 75 (H): 0.01, atom 76 (H): 0.00, atom 77 (H): 0.00, atom 78 (C): -0.11, atom 79 (S): 0.48, atom 80 (O): -0.28, atom 81 (O): -0.49, atom 82 (O): -0.49, atom 83 (H): 0.08, atom 84 (H): 0.07, atom 85 (H): 0.07



[2]
Here is a cluster of 16 separate species, C24H46Cl31NO2 in total from the OMol25 dataset. Energies are from wB97M-V/def2-TZVPD.

Element x y z (Å)
C -2.971 -2.009 -0.492
C -1.472 -2.035 0.055
Cl -1.062 -0.294 0.574
C -0.361 -2.760 -0.788
C -0.086 -2.362 -2.289
C -1.209 -2.875 -3.368
C -1.896 -1.684 -4.193
N -2.105 -0.417 -3.427
C -0.863 0.185 -2.826
C 0.338 -0.842 -2.588
C 1.477 -0.275 -1.573
O 2.425 -1.065 -1.221
O 1.417 1.008 -1.070
H -3.389 -0.930 -0.479
H -3.655 -2.587 0.241
H -3.154 -2.465 -1.517
H -1.526 -2.594 1.068
H -0.585 -3.898 -0.762
H 0.641 -2.661 -0.215
H 0.850 -2.969 -2.596
H -0.689 -3.531 -4.167
H -1.971 -3.595 -2.879
H -2.948 -2.066 -4.487
H -1.367 -1.482 -5.193
H -2.458 0.284 -4.116
H -2.885 -0.507 -2.739
H -0.475 0.950 -3.605
H -1.166 0.805 -1.921
H 0.897 -0.890 -3.604
C 2.629 1.696 2.141
Cl 1.582 2.493 3.325
Cl 4.324 1.756 2.639
H 2.325 0.654 2.046
H 2.525 2.199 1.181
C -3.224 2.985 -5.077
Cl -2.479 1.858 -6.221
Cl -4.821 2.421 -4.576
H -2.587 3.070 -4.198
H -3.325 3.959 -5.555
C -7.936 5.229 -4.542
Cl -7.317 4.870 -2.925
Cl -6.657 5.847 -5.594
H -8.341 4.316 -4.976
H -8.722 5.978 -4.461
C 2.128 1.139 6.602
Cl 3.321 -0.163 6.698
Cl 0.731 0.802 7.633
H 2.592 2.068 6.928
H 1.791 1.236 5.571
C 0.218 -6.116 -6.183
Cl -0.562 -7.436 -5.305
Cl -0.798 -4.668 -6.193
H 1.165 -5.880 -5.700
H 0.395 -6.430 -7.211
C -1.803 -1.867 8.542
Cl -1.108 -3.233 9.423
Cl -3.343 -1.366 9.252
H -1.108 -1.031 8.580
H -1.970 -2.162 7.507
C -0.651 -2.192 3.852
Cl -1.389 -2.108 5.458
Cl 0.940 -1.426 3.836
H -0.543 -3.238 3.568
H -1.297 -1.680 3.139
C 5.512 2.574 -1.030
Cl 5.021 4.236 -0.676
Cl 7.168 2.515 -1.647
H 5.454 1.986 -0.115
H 4.840 2.159 -1.779
C 3.543 -4.628 -1.737
Cl 4.590 -5.770 -0.887
Cl 1.979 -5.362 -2.125
H 3.377 -3.758 -1.103
H 4.029 -4.323 -2.662
C -4.326 -5.284 -5.990
Cl -5.911 -5.705 -6.648
Cl -4.464 -4.047 -4.732
H -3.873 -6.176 -5.560
H -3.699 -4.902 -6.794
C 4.411 7.612 1.095
Cl 3.692 7.697 2.709
Cl 6.003 8.376 1.064
H 4.515 6.567 0.810
H 3.758 8.125 0.390
C -1.441 -2.996 -10.056
Cl -0.242 -4.293 -9.981
Cl -2.845 -3.362 -9.045
H -0.985 -2.072 -9.706
H -1.770 -2.878 -11.088
C 0.970 8.860 5.253
Cl 2.161 7.557 5.334
Cl -0.418 8.524 6.294
H 1.439 9.788 5.578
H 0.626 8.961 4.225
C -0.001 -3.707 13.285
Cl -1.056 -2.921 14.465
Cl 1.690 -3.644 13.798
H -0.301 -4.748 13.180
H -0.100 -3.196 12.327
C 5.902 5.624 4.865
Cl 6.529 5.290 6.485
Cl 7.177 6.212 3.793
H 5.486 4.706 4.451
H 5.123 6.382 4.937

Energy above the lowest of the compared OMol25 structures with the same formula, charge and spin (kcal per mole): 42.8
Frontier orbital gap (eV): 7.528
HOMO (Ha): -0.2976
DFT total energy (Eh): -15413.098343
2S+1: 1

Here are the Löwdin charges for atoms 1 to 99, given in e: atom 1 (C): -0.13, atom 2 (C): -0.62, atom 3 (Cl): 0.61, atom 4 (C): -0.19, atom 5 (C): -0.25, atom 6 (C): -0.15, atom 7 (C): -0.16, atom 8 (N): 0.02, atom 9 (C): -0.11, atom 10 (C): -0.16, atom 11 (C): -0.56, atom 12 (O): -0.08, atom 13 (O): -0.20, atom 14 (H): 0.07, atom 15 (H): 0.10, atom 16 (H): 0.05, atom 17 (H): 0.09, atom 18 (H): 0.13, atom 19 (H): 0.13, atom 20 (H): 0.09, atom 21 (H): 0.03, atom 22 (H): 0.10, atom 23 (H): 0.06, atom 24 (H): 0.14, atom 25 (H): 0.09, atom 26 (H): 0.16, atom 27 (H): 0.14, atom 28 (H): 0.11, atom 29 (H): 0.16, atom 30 (C): -1.00, atom 31 (Cl): 0.53, atom 32 (Cl): 0.51, atom 33 (H): 0.01, atom 34 (H): 0.02, atom 35 (C): -1.00, atom 36 (Cl): 0.53, atom 37 (Cl): 0.50, atom 38 (H): 0.03, atom 39 (H): 0.03, atom 40 (C): -1.03, atom 41 (Cl): 0.49, atom 42 (Cl): 0.49, atom 43 (H): 0.03, atom 44 (H): 0.03, atom 45 (C): -1.04, atom 46 (Cl): 0.50, atom 47 (Cl): 0.52, atom 48 (H): 0.03, atom 49 (H): -0.06, atom 50 (C): -0.98, atom 51 (Cl): 0.52, atom 52 (Cl): 0.56, atom 53 (H): 0.03, atom 54 (H): 0.03, atom 55 (C): -1.07, atom 56 (Cl): 0.52, atom 57 (Cl): 0.51, atom 58 (H): -0.02, atom 59 (H): -0.11, atom 60 (C): -1.01, atom 61 (Cl): 0.61, atom 62 (Cl): 0.54, atom 63 (H): 0.03, atom 64 (H): -0.01, atom 65 (C): -1.02, atom 66 (Cl): 0.50, atom 67 (Cl): 0.50, atom 68 (H): 0.00, atom 69 (H): 0.03, atom 70 (C): -1.01, atom 71 (Cl): 0.51, atom 72 (Cl): 0.52, atom 73 (H): 0.02, atom 74 (H): 0.03, atom 75 (C): -1.03, atom 76 (Cl): 0.52, atom 77 (Cl): 0.55, atom 78 (H): 0.02, atom 79 (H): -0.04, atom 80 (C): -1.01, atom 81 (Cl): 0.49, atom 82 (Cl): 0.49, atom 83 (H): -0.02, atom 84 (H): 0.03, atom 85 (C): -1.01, atom 86 (Cl): 0.50, atom 87 (Cl): 0.51, atom 88 (H): 0.03, atom 89 (H): 0.03, atom 90 (C): -1.02, atom 91 (Cl): 0.48, atom 92 (Cl): 0.50, atom 93 (H): 0.03, atom 94 (H): 0.03, atom 95 (C): -1.04, atom 96 (Cl): 0.49, atom 97 (Cl): 0.50, atom 98 (H): 0.03, atom 99 (H): -0.01